Entry 1:
Here is a molecular structure, C25H22N5O4PtS2 from the Open Molecules 2025 dataset. Energies are from ωB97M-V/def2-TZVPD.

ORCA input file:
```
! RIJCOSX wB97M-V def2-TZVPD def2/J DEFGRID3
* xyz -1 3
S -3.92 3.04 1.33
H -6.47 -0.48 3.57
H -2.89 1.59 -2.02
O 1.81 -0.11 0.70
C 2.40 2.21 0.21
C -4.18 -2.06 0.81
H -7.87 -1.95 2.30
C -1.88 1.18 -1.90
C -4.38 -3.07 1.71
S -1.95 2.26 3.83
C -1.81 1.83 2.13
H 5.48 1.63 2.56
C -2.91 -1.53 0.52
H -3.82 -0.27 -0.98
H 1.25 3.53 -1.02
H 3.20 4.19 0.00
N -2.57 2.25 1.12
C -2.88 -0.49 -0.49
H -5.03 -1.62 0.29
C -0.59 1.26 4.21
Pt -0.07 0.06 0.04
C -0.87 2.27 -1.57
H -5.79 2.06 -0.61
C -1.76 -2.07 1.18
H -7.50 0.26 -0.52
O -0.53 -1.71 0.99
C -2.00 -3.12 2.10
C -6.90 0.48 0.35
O -4.19 3.78 0.11
C -5.38 1.08 2.59
C -6.32 0.07 2.65
C -3.25 -3.60 2.37
H 3.83 -0.19 2.17
H -0.22 1.16 5.21
C -5.94 1.49 0.30
N -8.06 -1.25 1.59
C -7.09 -0.24 1.53
N -1.85 0.17 -0.84
N -0.77 1.02 1.94
C -5.18 1.78 1.41
H -4.79 1.33 3.47
C 3.35 3.23 0.48
H -8.27 -1.68 0.70
C 4.44 3.04 1.30
H 0.76 0.05 3.01
C 1.32 2.51 -0.64
H -3.38 -4.40 3.09
O -3.98 3.75 2.59
N 0.35 1.64 -1.07
C 2.61 0.94 0.86
H -1.13 -3.53 2.60
H -5.37 -3.44 1.92
H -0.65 2.86 -2.47
C -0.09 0.71 3.09
H -1.58 0.68 -2.83
C 3.71 0.78 1.69
C 4.63 1.80 1.91
H 5.13 3.85 1.47
H -1.31 2.94 -0.81
*
```

Its orbital gap (spin up / spin down) is 0.179 / 0.246 Ha. Its expectation value of S² is 2.032. The value obtained for the HOMO energy (spin up / spin down) is -2.4189 / -4.7349 eV. For the energy, the calculation gives -66841.0410 eV. Its lowest unoccupied orbital energy (spin up / spin down) is 2.5 / 2.0 eV.

Löwdin population analysis, charges in e, atoms 1 to 8: atom 1 (S): 0.544, atom 2 (H): 0.112, atom 3 (H): 0.118, atom 4 (O): -0.277, atom 5 (C): -0.180, atom 6 (C): -0.064, atom 7 (H): 0.077, atom 8 (C): -0.183



Entry 2:
Here is a molecular structure, C27H41N4Pd from the Open Molecules 2025 dataset. Energies are from ωB97M-V/def2-TZVPD.

ORCA input file:
```
! RIJCOSX wB97M-V def2-TZVPD def2/J DEFGRID3
* xyz 1 5
H -3.70 3.19 1.18
C -4.06 2.75 0.24
H -1.81 -1.81 2.21
N 2.45 -3.57 1.63
H -1.57 3.47 -1.53
C -2.23 -1.61 -1.77
H 1.13 0.33 -0.74
C 1.48 2.39 1.12
H 2.66 1.10 -2.69
C -3.60 1.34 0.11
H -0.05 4.45 -3.24
C -3.22 0.68 -1.10
H -3.59 2.28 -2.49
H 1.22 -2.05 -1.67
Pd -1.51 0.83 0.27
H -5.16 2.81 0.25
H 0.47 4.18 0.53
C 1.39 2.82 -3.11
C -3.27 1.23 -2.49
H -0.22 -0.32 2.33
N 1.83 -1.59 0.29
C -3.41 0.41 1.18
H 3.34 -3.15 -2.08
H 0.14 -2.66 -0.36
C 0.23 3.51 -2.75
H -2.12 -2.60 -1.32
C -0.64 2.97 -1.79
H -2.91 -1.69 -2.63
C 1.19 -2.50 -0.67
H -0.62 1.42 2.71
C 0.94 1.22 -1.37
C 2.78 2.80 0.49
H 4.36 -4.35 1.19
C 1.82 -4.44 0.61
H 3.33 -0.98 -1.07
H 0.71 -2.43 1.88
H -4.74 0.56 2.86
H -1.25 -1.30 -2.16
C 1.76 1.65 -2.43
C 3.26 -1.44 -0.07
C -2.89 -0.81 0.64
H 2.37 -5.39 0.57
H 0.77 -4.62 0.89
H 3.79 -4.59 -1.10
H -3.43 -2.45 1.90
C 1.17 1.12 1.53
H -2.29 1.16 -2.98
H 0.94 4.16 2.24
H 3.44 1.96 0.27
N 1.86 -3.82 -0.73
C -3.67 0.69 2.62
H 3.76 -0.80 0.68
N 3.97 -2.74 -0.11
C 1.77 -2.26 1.62
H -3.10 0.01 3.26
H 1.88 0.30 1.34
H -3.98 0.66 -3.10
C -0.12 0.72 2.03
C 3.28 -3.62 -1.09
H -3.70 3.37 -0.59
H 2.23 -1.61 2.37
H -2.11 -2.80 0.77
H -3.40 1.72 2.88
H -0.45 3.19 1.68
C 3.86 -3.37 1.23
C 0.56 3.53 1.41
C -2.54 -2.03 1.42
C -2.76 -0.63 -0.78
H 2.57 3.32 -0.45
H 3.32 3.52 1.12
C -0.28 1.79 -1.17
H 2.02 3.20 -3.92
H 4.35 -2.73 1.97
*
```

Its orbital gap (spin up / spin down) is 0.258 / 0.189 Ha. Its expectation value of S² is 6.023. The value obtained for the HOMO energy (spin up / spin down) is -8.8314 / -11.0642 eV. For the energy, the calculation gives -38092.3793 eV. Its lowest unoccupied orbital energy (spin up / spin down) is -1.8 / -5.9 eV.

Löwdin population analysis, charges in e, atoms 1 to 8: atom 1 (H): 0.086, atom 2 (C): -0.011, atom 3 (H): 0.073, atom 4 (N): -0.087, atom 5 (H): 0.098, atom 6 (C): -0.010, atom 7 (H): 0.079, atom 8 (C): -0.311



Entry 3:
Here is a gas-phase ion, C5H14PS (charge +1) from the Open Molecules 2025 dataset. Energies are from ωB97M-V/def2-TZVPD.

ORCA input file:
```
! RIJCOSX wB97M-V def2-TZVPD def2/J DEFGRID3
* xyz 1 1
C 0.60 0.22 1.98
S 0.39 -2.37 -0.04
H 1.57 -0.09 2.06
C 2.27 0.02 -0.96
H 0.78 1.79 -0.68
C 0.87 0.70 -0.89
H 0.42 0.55 -1.89
H -1.61 1.31 0.37
H 2.60 -0.19 0.07
P -0.12 -0.28 0.30
H -3.68 -0.52 -0.52
C -1.82 0.17 0.36
H -2.26 -1.57 -0.87
H -0.72 -2.92 0.37
H 2.97 0.84 -1.37
H 0.68 1.37 1.77
H -2.36 0.03 1.27
H -0.18 0.22 2.79
H 2.12 -0.82 -1.65
C -2.61 -0.54 -0.81
H -2.37 -0.06 -1.80
*
```

Its orbital gap is 0.402 Ha. The value obtained for the HOMO energy is -14.2963 eV. For the energy, the calculation gives -25529.2101 eV. Its lowest unoccupied orbital energy is -3.4 eV. The value obtained for the energy above the lowest of the compared OMol25 structures with the same formula, charge and spin is 17.2 kcal per mole.

Löwdin population analysis, charges in e, atoms 1 to 8: atom 1 (C): -0.168, atom 2 (S): 0.598, atom 3 (H): 0.006, atom 4 (C): -0.152, atom 5 (H): 0.109, atom 6 (C): -0.363, atom 7 (H): 0.100, atom 8 (H): 0.135



Entry 4:
Here is a molecular structure, C23H23AsBF4N4ORhS from the Open Molecules 2025 dataset. Energies are from ωB97M-V/def2-TZVPD.

ORCA input file:
```
! RIJCOSX wB97M-V def2-TZVPD def2/J DEFGRID3
* xyz 2 5
H -4.18 11.17 6.47
H -4.95 -3.18 0.33
H -6.29 9.37 2.99
H 1.35 0.20 3.38
H -0.75 -3.70 2.85
H -3.04 2.48 -2.76
Rh -0.29 -0.46 0.64
C -5.23 10.86 6.46
C -5.47 8.83 3.44
N -1.18 1.40 -0.21
H -1.04 -4.79 1.47
C -3.39 7.48 4.71
S -2.12 -1.67 -0.23
C -2.59 4.31 1.49
H -3.96 -0.90 2.41
C -1.72 1.47 -1.41
H -3.59 8.86 6.31
H -1.40 0.72 -2.13
H -0.03 4.03 4.75
C -1.49 2.32 0.72
C -2.63 2.46 -1.76
C -1.82 4.29 2.68
C -4.90 7.75 2.82
F 1.97 -1.01 1.31
H -2.13 -4.85 2.89
H -4.73 -4.38 1.63
H -3.91 -4.61 0.07
C 0.82 2.13 4.18
F 0.55 -2.71 1.03
H -2.59 6.93 5.17
C -5.00 9.27 4.70
C -1.52 -4.20 2.26
C -0.01 3.22 4.04
H 1.52 2.07 5.00
H -3.93 -2.24 3.58
O -5.60 10.33 5.20
H -2.48 -1.22 3.35
C -2.40 3.37 0.44
H -5.40 10.12 7.25
C -3.17 5.93 2.86
F 1.18 -1.46 -0.74
C -0.86 3.26 2.93
C -0.80 2.22 1.98
B 1.72 -2.09 0.45
C -3.84 7.05 3.44
C -4.24 -3.87 0.80
N -3.43 5.37 1.63
C 0.74 1.08 3.26
H -3.69 4.19 -1.08
H -4.11 5.69 0.96
C -2.99 3.41 -0.83
N -2.20 5.28 3.49
As -2.70 -2.88 1.45
C -3.95 8.56 5.34
F 2.72 -2.92 0.24
H -5.88 11.72 6.62
C -3.34 -1.68 2.85
N -0.05 1.12 2.21
H -5.28 7.43 1.86
*
```

Its orbital gap (spin up / spin down) is 0.277 / 0.194 Ha. Its expectation value of S² is 6.048. The value obtained for the HOMO energy (spin up / spin down) is -13.5388 / -14.2413 eV. For the energy, the calculation gives -118452.4237 eV. Its lowest unoccupied orbital energy (spin up / spin down) is -6.0 / -9.0 eV. The value obtained for the energy above the lowest of the compared OMol25 structures with the same formula, charge and spin is 7.2 kcal per mole.

Löwdin population analysis, charges in e, atoms 1 to 8: atom 1 (H): 0.113, atom 2 (H): 0.043, atom 3 (H): 0.141, atom 4 (H): 0.125, atom 5 (H): 0.040, atom 6 (H): 0.127, atom 7 (Rh): 0.959, atom 8 (C): -0.018



Entry 5:
Here is a molecular structure, AsF6H28O14 from the Open Molecules 2025 dataset. Energies are from ωB97M-V/def2-TZVPD.

ORCA input file:
```
! RIJCOSX wB97M-V def2-TZVPD def2/J DEFGRID3
* xyz -1 1
H -1.69 1.36 3.07
H 1.44 3.86 1.64
O -2.44 3.90 -0.74
H 0.89 3.97 -2.53
As -0.32 0.10 -0.12
O 3.30 1.83 -3.93
F -0.80 1.77 -0.09
H 4.20 -0.20 0.74
O -4.07 -0.52 -1.98
H 1.78 1.46 3.29
F 0.78 0.27 1.18
H 3.94 2.41 -3.51
H 2.36 -0.31 -1.85
H -3.34 -0.23 2.85
O 0.83 3.66 2.36
H -1.68 4.40 -0.44
O 1.62 -3.87 -0.84
H -4.01 -0.89 1.66
O -1.15 -4.89 -0.59
H 3.15 1.12 -3.29
H 1.80 -3.93 -1.79
H -0.42 -4.27 -0.47
O -3.98 -0.90 2.63
O 3.22 -0.59 -2.19
F 0.22 -1.55 -0.26
H -3.22 -0.13 -1.73
H 3.67 -0.94 -1.41
O -2.30 -2.12 -3.61
H 0.13 3.15 1.94
H 1.49 2.70 -1.95
H 0.84 -3.27 2.71
H 2.78 -0.52 1.19
H -4.66 0.24 -2.09
H 0.22 -2.10 1.97
O -1.34 1.29 3.97
H -0.80 -5.54 -1.20
H -2.10 1.17 4.54
H -1.76 -1.69 -2.93
F -1.40 -0.23 -1.44
H -2.29 3.01 -0.39
O 1.43 0.96 4.03
O 1.55 3.66 -1.90
H 0.52 1.27 4.11
F 0.90 0.56 -1.27
F -1.65 -0.26 0.90
O 3.56 -0.92 0.81
O 0.21 -2.55 2.82
H -2.82 -2.76 -3.13
H 1.42 -2.93 -0.70
*
```

Its orbital gap is 0.382 Ha. The value obtained for the HOMO energy is -8.1618 eV. For the energy, the calculation gives -106270.7678 eV. Its lowest unoccupied orbital energy is 2.2 eV. The value obtained for the energy above the lowest of the compared OMol25 structures with the same formula, charge and spin is 19.1 kcal per mole.

Löwdin population analysis, charges in e, atoms 1 to 8: atom 1 (H): 0.035, atom 2 (H): 0.040, atom 3 (O): -0.067, atom 4 (H): 0.038, atom 5 (As): 0.745, atom 6 (O): -0.069, atom 7 (F): -0.235, atom 8 (H): 0.045



Entry 6:
Here is a single C4H4N2O molecule from the Open Molecules 2025 dataset. Energies are from ωB97M-V/def2-TZVPD.

ORCA input file:
```
! RIJCOSX wB97M-V def2-TZVPD def2/J DEFGRID3
* xyz 0 1
C -1.04 0.28 0.41
C 1.17 -0.69 0.57
H -0.04 -0.25 2.16
H -1.96 0.43 0.94
H -1.67 0.74 -1.60
C -0.94 0.32 -0.91
C 0.42 0.06 -1.37
N 0.05 -0.18 1.16
O 0.73 1.10 -1.90
H 1.93 -1.06 1.26
N 1.35 -0.76 -0.71
*
```

The structure (SMILES) is O=c1cc[nH]cn1. Its orbital gap is 0.341 Ha. The value obtained for the HOMO energy is -8.7529 eV. For the energy, the calculation gives -9238.9463 eV. Its lowest unoccupied orbital energy is 0.5 eV. The value obtained for the energy above the lowest of the compared OMol25 structures with the same formula, charge and spin is 35.5 kcal per mole.

Löwdin population analysis, charges in e, atoms 1 to 8: atom 1 (C): -0.103, atom 2 (C): -0.185, atom 3 (H): 0.136, atom 4 (H): 0.114, atom 5 (H): 0.123, atom 6 (C): -0.026, atom 7 (C): -0.464, atom 8 (N): 0.046